No. 1
ORCA calculation (the ωB97M-V functional and the def2-TZVPD basis) on C25H26BCoF3N8Se2 as an isolated structure.

The calculation puts the gap between HOMO and LUMO (alpha / beta) at 0.2843 / 0.2616 hartree. The expectation value of S² is 2.07. The value obtained for the HOMO energy (alpha / beta) is -0.365 / -0.407 Eh. The value obtained for the energy is -215409.4466 eV.

Structure (ORCA input):
```
! wB97M-V def2-TZVPD RIJCOSX def2/J DEFGRID3
* xyz 1 3
Co -1.56013 1.60324 0.10858
C 0.30427 0.24084 3.70828
C -0.60023 1.04794 3.01718
N -0.40173 0.93444 1.71588
N 0.59397 0.06944 1.52238
C 1.05017 -0.35986 2.72188
B 1.37637 -0.02556 0.21528
N 2.38077 1.14574 0.27278
C 3.66077 1.32664 0.66428
C 3.96867 2.66034 0.53768
C 2.78717 3.24824 0.08418
N 1.84497 2.33704 -0.06542
N 0.62857 0.22294 -1.10292
C 1.08897 -0.15816 -2.31172
C 0.30097 0.41614 -3.28022
C -0.62793 1.17154 -2.56902
N -0.40003 1.04954 -1.26942
N 1.98567 -1.45186 0.10908
C 3.24847 -1.68816 -0.26562
C 3.46847 -3.04676 -0.35512
C 2.24837 -3.61536 -0.03802
N 1.36577 -2.64866 0.22778
H 0.38727 0.11334 4.76738
H -1.37393 1.68534 3.40418
H 1.86347 -1.05176 2.81218
H 4.27577 0.53154 1.03208
H 4.90007 3.14634 0.73388
H 2.58557 4.28064 -0.13192
H 1.94697 -0.78576 -2.43012
H 0.38477 0.30724 -4.33932
H -1.43813 1.76474 -2.94682
H 3.92237 -0.88256 -0.46412
H 4.37707 -3.55066 -0.61072
H 1.97677 -4.64986 0.00708
C -4.65003 2.58144 -0.21672
Se -3.42463 2.40304 1.28798
C -2.91323 4.29354 1.53978
C -2.04333 4.81994 0.41928
Se -0.42963 3.67584 0.19258
C 0.00017 4.29424 -1.59272
H -5.55843 3.07854 0.11758
H -4.87753 1.57114 -0.55172
H -4.17623 3.13704 -1.02332
H -2.38393 4.31784 2.49738
H -3.83473 4.87294 1.64258
H -1.72093 5.84004 0.64648
H -2.58163 4.82844 -0.53222
H 0.29317 5.34204 -1.54672
H -0.85973 4.17014 -2.24872
H 0.83247 3.68874 -1.93762
F -1.87753 -7.21656 -0.21432
C -0.64423 -6.70956 -0.09942
F -0.15053 -7.14796 1.06578
F 0.09997 -7.28266 -1.06542
C -0.61523 -5.20756 -0.22552
C -1.09243 -4.67116 -1.45242
C -1.36303 -3.32816 -1.51422
C -1.05753 -2.48886 -0.44002
C -0.07653 -2.94076 0.61198
C -0.19973 -4.41826 0.79948
C -1.64803 -1.26066 -0.25892
C -2.13853 -0.14686 -0.07712
H -1.35683 -5.33516 -2.25812
H -1.91653 -2.92676 -2.34902
H -0.23963 -2.39216 1.54688
H 0.08397 -4.83036 1.75508
*
```

=====

No. 2
ORCA calculation (the ωB97M-V functional and the def2-TZVPD basis) on one molecule with the formula C20H22ClNO2.

The calculation puts the gap between HOMO and LUMO at 0.3268 hartree. As for the SMILES: COc1ccc(CN2CCC(C(=O)c3cccc(Cl)c3)CC2)cc1. The value obtained for the HOMO energy is -0.308 Eh. The value obtained for the energy is -39204.5424 eV.

Structure (ORCA input):
```
! wB97M-V def2-TZVPD RIJCOSX def2/J DEFGRID3
* xyz 0 1
C -3.67475 -3.55049 1.35532
O -2.94044 -3.28444 0.18558
C -2.75227 -1.98477 -0.18174
C -2.00625 -1.78213 -1.34342
C -1.73549 -0.50549 -1.78635
C -2.19428 0.60938 -1.08905
C -1.75933 1.99979 -1.48172
N -0.50004 2.40754 -0.86136
C 0.60763 1.56342 -1.26762
C 1.92504 2.09187 -0.71218
C 1.85797 2.13305 0.81434
C 1.69255 0.76249 1.45950
O 1.03933 0.59052 2.46090
C 2.37477 -0.38479 0.79119
C 1.63316 -1.53578 0.53883
C 2.22096 -2.61776 -0.09026
C 3.55746 -2.57678 -0.44929
C 4.29789 -1.43838 -0.16998
Cl 5.97324 -1.38353 -0.59687
C 3.71912 -0.33817 0.43953
C 0.68679 3.03838 1.20129
C -0.60335 2.50272 0.58567
C -2.96109 0.39649 0.04753
C -3.24448 -0.88046 0.50306
H -4.70461 -3.18751 1.27556
H -3.68331 -4.63453 1.45783
H -3.20045 -3.10790 2.23736
H -1.64534 -2.64651 -1.87855
H -1.16037 -0.37131 -2.69128
H -1.61987 2.06052 -2.56481
H -2.51651 2.73173 -1.18822
H 0.64545 1.56614 -2.36083
H 0.47761 0.51915 -0.93217
H 2.74213 1.46278 -1.06570
H 2.08623 3.10640 -1.08058
H 2.79243 2.54591 1.21583
H 0.59272 -1.56650 0.82654
H 1.63757 -3.50161 -0.29776
H 4.02562 -3.41850 -0.93468
H 4.31717 0.53265 0.65918
H 0.57477 3.06643 2.28551
H 0.87555 4.04898 0.83752
H -1.42456 3.18751 0.81469
H -0.83270 1.52753 1.04391
H -3.35235 1.24285 0.59384
H -3.84133 -0.99693 1.39395
*
```

=====

No. 3
ORCA calculation (the ωB97M-V functional and the def2-TZVPD basis) on C28H32CrGeN6O2S4Se as an isolated structure.

The calculation puts the gap between HOMO and LUMO (alpha / beta) at 0.2346 / 0.2297 hartree. The expectation value of S² is 0.76. The value obtained for the HOMO energy (alpha / beta) is -0.187 / -0.180 Eh. The value obtained for the energy is -236217.8803 eV.

Structure (ORCA input):
```
! wB97M-V def2-TZVPD RIJCOSX def2/J DEFGRID3
* xyz -1 2
Cr 0.30331 -1.15090 0.57892
C -3.47604 -3.32843 0.32766
C -2.00978 -3.01967 0.47649
N -1.58837 -1.81692 0.23370
N -2.55934 -0.91358 -0.16310
C -2.30413 0.32556 0.08888
S -0.91223 0.95792 0.88002
S -3.49081 1.53381 -0.38760
C -4.76826 0.52960 -1.24276
C -4.53045 0.43503 -2.71996
C -5.13588 1.33141 -3.59585
C -4.92398 1.23848 -4.96344
C -4.10693 0.24182 -5.47593
C -3.47927 -0.64106 -4.60819
C -3.68503 -0.54258 -3.24068
C -1.10124 -4.06850 0.91218
C -1.59479 -5.15218 1.65184
C -0.77966 -6.17784 2.07621
C 0.56925 -6.16816 1.72196
C 1.08817 -5.11972 0.99823
C 0.29290 -4.01374 0.62861
O 0.85353 -2.99928 0.03133
H -3.85231 -2.83228 -0.56446
H -4.02872 -2.93031 1.18177
H -3.65701 -4.39650 0.25035
H -5.71139 1.02925 -1.02658
H -4.72748 -0.44465 -0.76244
H -5.77256 2.11506 -3.20071
H -5.39389 1.95089 -5.63032
H -3.95700 0.15717 -6.54491
H -2.81876 -1.40549 -4.99874
H -3.17589 -1.21291 -2.55961
H -2.63553 -5.15873 1.95100
H -1.18241 -6.97911 2.68182
H 1.21932 -6.97122 2.04829
H 2.14059 -5.07080 0.74769
C 2.77287 6.66691 2.72619
Ge 3.15797 4.78204 2.23871
C 4.81961 4.19367 3.11881
C 3.32085 4.65103 0.27947
C 1.73042 3.54623 2.81441
Se 2.18733 1.73248 2.16402
C 1.93636 0.83474 3.86565
H 3.61700 7.30138 2.45135
H 2.60233 6.77303 3.79750
H 1.89100 7.02617 2.19507
H 5.69023 4.70123 2.70226
H 4.93086 3.12115 2.96064
H 4.78468 4.38888 4.19111
H 4.19921 5.17325 -0.09922
H 2.43517 5.06847 -0.20134
H 3.39909 3.59619 0.01110
H 0.74967 3.80157 2.41423
H 1.65190 3.49843 3.90019
H 2.62178 1.25873 4.59635
H 2.16104 -0.21516 3.71373
H 0.90249 0.94493 4.18242
O 4.59204 -1.17162 0.95995
S 3.27315 -1.60108 1.43789
N 2.09422 -0.82926 0.93826
S -0.14376 -2.30151 5.09686
C -0.07644 -1.93656 3.53881
N -0.02814 -1.66894 2.39937
N 3.40891 0.27820 -5.90051
C 2.80530 0.15008 -4.93135
C 2.05420 -0.05345 -3.73863
C 1.32620 -1.23190 -3.56430
C 0.66646 -1.44270 -2.37437
N 0.68182 -0.57584 -1.35632
C 1.33650 0.57705 -1.54971
C 2.02838 0.87789 -2.70110
H 1.30480 -1.97474 -4.34849
H 0.12090 -2.36073 -2.20324
H 1.32413 1.27453 -0.72281
H 2.56157 1.81378 -2.78465
*
```

=====

No. 4
ORCA calculation (the ωB97M-V functional and the def2-TZVPD basis) on one molecule with the formula C3H7NS.

The calculation puts the gap between HOMO and LUMO at 0.3436 hartree. As for the SMILES: CC/C=N\S. The value obtained for the HOMO energy is -0.309 Eh. The value obtained for the energy is -15548.3496 eV.

Structure (ORCA input):
```
! wB97M-V def2-TZVPD RIJCOSX def2/J DEFGRID3
* xyz 0 1
C -0.52356 0.53440 1.63580
C -0.31314 0.37937 0.14724
C 0.45033 -0.92608 -0.22437
N 0.71001 -1.21240 -1.41959
S 0.24860 -0.29247 -2.78920
H 0.15883 -0.02119 2.22581
H -1.50673 0.17386 1.95542
H -0.55251 1.57889 1.80529
H 0.25241 1.16315 -0.29337
H -1.20977 0.30399 -0.43796
H 0.80121 -1.60620 0.63181
H 1.48432 -0.07530 -3.23688
*
```

=====

No. 5
ORCA calculation (the ωB97M-V functional and the def2-TZVPD basis) on C2H3N2O2S as an isolated structure.

The calculation puts the gap between HOMO and LUMO at 0.3001 hartree. The value obtained for the HOMO energy is -0.568 Eh. The value obtained for the energy is -20020.6397 eV.

Structure (ORCA input):
```
! wB97M-V def2-TZVPD RIJCOSX def2/J DEFGRID3
* xyz 1 1
C -0.45380 -0.64751 0.18020
C -0.04472 0.84691 0.05895
N 0.56916 -1.44002 -0.15650
N 2.13614 -0.49963 0.05912
O -1.57328 -0.95977 0.43926
O 3.12694 -1.11443 0.04641
S 1.72538 1.04507 0.16807
H -0.39930 1.21241 -0.91263
H -0.55151 1.43698 0.82875
H 0.64585 -2.42873 0.03494
*
```

=====

No. 6
ORCA calculation (the ωB97M-V functional and the def2-TZVPD basis) on one molecule with the formula C4H8N2O.

The calculation puts the gap between HOMO and LUMO at 0.3881 hartree. As for the SMILES: [H]/N=C(/C)NC(C)=O. The value obtained for the HOMO energy is -0.365 Eh. The value obtained for the energy is -9305.3291 eV.

Structure (ORCA input):
```
! wB97M-V def2-TZVPD RIJCOSX def2/J DEFGRID3
* xyz 0 1
H 2.03290 -0.77407 -1.76672
N 2.23564 0.02913 -1.17481
C 1.31074 0.35480 -0.38436
C 1.47373 1.51415 0.53939
N 0.12839 -0.39290 -0.27040
C -0.99712 -0.12700 0.44484
C -2.09395 -1.20330 0.02239
O -1.17261 0.71186 1.28154
H 0.69464 2.25213 0.35717
H 1.36372 1.19556 1.57439
H 2.45691 1.94608 0.38069
H -0.21864 -1.19077 -0.89927
H -1.86883 -1.94267 -0.74583
H -2.97175 -0.64150 -0.29080
H -2.37379 -1.73150 0.93177
*
```

=====

No. 7
ORCA calculation (the ωB97M-V functional and the def2-TZVPD basis) on C45H35AuN2OP as an isolated structure.

The calculation puts the gap between HOMO and LUMO at 0.2379 hartree. The value obtained for the HOMO energy is -0.144 Eh. The value obtained for the energy is -65244.4442 eV.

Structure (ORCA input):
```
! wB97M-V def2-TZVPD RIJCOSX def2/J DEFGRID3
* xyz -1 1
Au -1.73294 0.74269 0.09983
C -1.13192 -3.39484 1.10104
C -0.93120 -3.79102 -0.20612
C -0.20050 -2.95563 -1.03673
C 0.32609 -1.75070 -0.57895
C 0.16463 -1.33363 0.76077
C -0.58599 -2.20073 1.56058
C 0.96444 -0.90650 -1.62610
C 1.79864 -1.49091 -2.62748
C 2.28508 -0.70772 -3.62346
C 1.96328 0.67431 -3.65106
C 2.41500 1.56369 -4.65432
C 2.08817 2.88916 -4.59812
C 1.29824 3.38274 -3.53275
C 0.84738 2.54368 -2.55464
C 1.16573 1.16490 -2.60221
N 0.68273 0.36702 -1.61389
H -1.71925 -4.00355 1.77893
H -1.35749 -4.70972 -0.58799
H -0.08727 -3.21978 -2.08126
H -0.78123 -1.94379 2.59177
H 2.06447 -2.53669 -2.55890
H 2.93503 -1.11796 -4.38890
H 3.02251 1.17772 -5.46530
H 2.43001 3.56665 -5.37029
H 1.05164 4.43639 -3.49630
H 0.23995 2.88686 -1.72628
C -2.66490 -2.92371 -3.67614
C -1.98795 -1.71622 -3.77965
C -2.25485 -0.68362 -2.89235
C -3.19346 -0.83765 -1.87097
C -3.86888 -2.05772 -1.77491
C -3.61056 -3.08322 -2.66832
N -3.39480 0.19180 -0.93860
C -4.64158 0.73115 -0.78044
C -5.69003 0.52745 -1.70049
C -6.93420 1.10606 -1.50974
C -7.19943 1.91473 -0.41308
C -6.16839 2.13151 0.49763
C -4.92546 1.55667 0.32685
H -2.45669 -3.73179 -4.36661
H -1.24517 -1.57102 -4.55615
H -1.72777 0.25938 -2.96247
H -4.58983 -2.18688 -0.97669
H -4.13866 -4.02441 -2.56581
H -5.51843 -0.08508 -2.57594
H -7.70982 0.92477 -2.24626
H -8.17294 2.36590 -0.27288
H -6.33818 2.75830 1.36647
H -4.13153 1.73213 1.04335
O 0.01247 1.28909 1.12648
P 1.08384 0.25969 1.61452
C 2.63998 -0.23943 0.74994
C 3.29847 0.72993 -0.00340
C 4.44463 0.41707 -0.71382
C 4.98106 -0.86363 -0.64021
C 4.34786 -1.82822 0.12704
C 3.17105 -1.52115 0.80247
C 2.09062 1.73062 2.44630
C 1.64927 3.05317 2.42483
C 2.37078 4.07357 3.03911
C 3.55770 3.79604 3.69798
C 4.01588 2.48417 3.73433
C 3.29043 1.47923 3.11467
C 0.83353 -0.40886 3.30000
C -0.26042 0.09832 3.99337
C -0.52430 -0.32335 5.28823
C 0.30571 -1.24525 5.91026
C 1.40585 -1.74410 5.22611
C 1.66449 -1.33069 3.92703
H 2.89825 1.73652 -0.03824
H 4.92199 1.17662 -1.32092
H 5.88602 -1.10624 -1.18358
H 4.75481 -2.83037 0.18760
H 2.64490 -2.30621 1.33146
H 0.72343 3.27854 1.91556
H 1.99911 5.09146 3.00037
H 4.12191 4.58765 4.17636
H 4.94298 2.24699 4.24399
H 3.68382 0.46689 3.15363
H -0.90641 0.82016 3.50697
H -1.38596 0.07168 5.81227
H 0.09901 -1.57187 6.92172
H 2.06397 -2.46112 5.70156
H 2.52153 -1.73808 3.40729
*
```

=====

No. 8
ORCA calculation (the ωB97M-V functional and the def2-TZVPD basis) on C31H29MgN6O2S as an isolated structure.

The calculation puts the gap between HOMO and LUMO at 0.2189 hartree. The value obtained for the HOMO energy is -0.135 Eh. The value obtained for the energy is -61939.2424 eV.

Structure (ORCA input):
```
! wB97M-V def2-TZVPD RIJCOSX def2/J DEFGRID3
* xyz -1 1
Mg -0.07998 -0.01997 -0.05220
N -0.65306 -3.79547 2.43515
C -0.60495 -2.53996 1.85012
S -0.69824 -2.49456 0.11912
N -0.51449 -1.55176 2.68571
N -0.51644 -0.29654 2.09138
C -0.60308 0.65690 2.94302
C -0.61515 2.07769 2.65431
C -0.71427 2.95048 3.74496
C -0.74901 4.32074 3.59246
C -0.68721 4.84377 2.29651
C -0.59085 4.01551 1.20256
C -0.54525 2.60286 1.33186
O -0.44710 1.86208 0.28319
H -0.38145 -4.55401 1.83464
H -0.32360 -3.82701 3.38732
H -0.67655 0.37532 3.99598
H -0.76554 2.51772 4.73964
H -0.82475 4.97304 4.45265
H -0.71616 5.91810 2.14860
H -0.54334 4.41572 0.19685
C 3.63574 -1.33500 -3.93850
C 2.98334 -2.08835 -2.97112
C 1.78974 -1.65924 -2.41130
C 1.19289 -0.44458 -2.79319
C 1.86842 0.30362 -3.78225
C 3.05802 -0.13125 -4.33616
N 0.04042 0.00378 -2.17280
C -0.95212 0.53188 -2.97698
C -1.12264 0.16910 -4.33025
C -2.16566 0.67096 -5.08973
C -3.09453 1.54888 -4.54514
C -2.94676 1.91058 -3.21066
C -1.90332 1.42390 -2.44318
H 4.56103 -1.67893 -4.38596
H 3.39923 -3.03998 -2.65139
H 1.28310 -2.26788 -1.67117
H 1.43778 1.24644 -4.09879
H 3.54858 0.48116 -5.08512
H -0.43124 -0.53298 -4.77926
H -2.26059 0.35687 -6.12399
H -3.91112 1.93643 -5.14135
H -3.65344 2.59649 -2.75607
H -1.78907 1.75003 -1.41714
C 6.06471 -1.26739 -1.08431
N 5.12920 -1.17830 0.03541
N 4.13158 -0.21517 -0.12527
C 2.92228 -0.70380 0.30869
O 1.90811 -0.01113 0.37766
C 3.16452 -2.07521 0.67880
C 4.47185 -2.32322 0.45902
C 5.21796 -3.60522 0.58364
C 4.45126 1.15438 -0.28081
C 3.57664 1.96793 -0.99108
C 3.86862 3.31636 -1.11707
C 5.02792 3.84517 -0.56585
C 5.89795 3.02060 0.13246
C 5.60725 1.67381 0.28962
H 6.54333 -0.30116 -1.22385
H 5.55348 -1.54954 -2.00760
H 6.82998 -1.99739 -0.83073
H 2.40266 -2.74216 1.04690
H 4.58242 -4.34778 1.06021
H 6.12251 -3.47996 1.18049
H 5.50836 -3.98677 -0.39748
H 2.68099 1.54774 -1.42641
H 3.17982 3.95437 -1.65490
H 5.24906 4.89920 -0.67402
H 6.79844 3.42800 0.57446
H 6.25879 1.02660 0.86259
*
```